1.
Computed, not measured: 2 unconnected molecules or ions with the total composition C5H9Cl2, with the ωB97M-V functional and the def2-TZVPD basis.

```
16
Properties=species:S:1:pos:R:3:forces:R:3:mulliken_charge:R:1
Cl 0.53605 3.77207 1.53288 -0.0815 0.0650 0.0436 -0.043
H -1.29093 -0.77020 -1.57297 0.0755 -0.0999 -0.0857 0.237
C -0.36340 -1.04105 -1.06406 -0.2714 0.1427 -0.3544 -0.539
C 0.60679 0.15883 -1.15128 0.0291 0.2440 -0.3093 -0.652
C 0.84137 0.61310 0.28623 0.0512 -0.1795 0.1560 -0.197
C -0.38263 0.12376 1.05924 0.7641 -0.9623 0.1017 0.080
C -0.68229 -1.24373 0.42716 0.3602 -0.2617 -0.1485 -0.822
Cl -1.77687 1.14956 0.79977 -0.7269 0.9605 -0.1245 -0.164
H 0.02136 -1.93546 -1.56310 -0.0378 0.0745 0.2404 0.340
H 1.55126 -0.05621 -1.65862 -0.1351 -0.1392 0.0915 0.334
H 0.14259 0.96602 -1.71604 -0.0430 0.0155 -0.0559 0.263
H 1.71388 0.08042 0.68160 -0.0674 0.1560 0.1519 0.275
H 1.01821 1.69078 0.38690 -0.0086 -0.2759 -0.0133 -0.121
H -0.20497 0.08909 2.13135 -0.0828 -0.0400 0.0116 0.339
H -1.70732 -1.58565 0.58019 0.0945 0.1542 0.1216 0.379
H -0.02308 -2.01132 0.84074 0.0797 0.1462 0.1733 0.292
```
Positions in Å, forces in eV/Å.

Its spin multiplicity is 2. As for the expectation value of S²: 0.75. The energy relative to the best compared isomer or geometry (same formula, charge and spin) is 0.00 kcal/mol. Its charge is 0. Its max |F| is 1.2 eV Å⁻¹. As for the total energy: -30374.465 eV.

---

2.
Computed, not measured: a molecular structure, C37H51FMnN7O5Si2, with the ωB97M-V functional and the def2-TZVPD basis.

```
104
Properties=species:S:1:pos:R:3:forces:R:3:mulliken_charge:R:1
Mn 2.17201 -18.36219 -8.28732 1.1843 -1.2652 0.4617 0.024
F 2.97507 -25.99052 -8.85370 0.7406 0.1293 0.5221 -0.415
C 3.92884 -25.11792 -8.36142 1.3687 -0.5220 0.1979 -0.358
C 3.51176 -23.82068 -8.17655 -1.2791 -0.8520 0.0874 -0.447
C 4.42538 -22.82928 -7.86783 2.3028 -0.2009 0.6236 0.046
C 4.05033 -21.47737 -7.53041 -1.9325 -0.9776 -0.1431 1.192
O 2.63583 -21.43327 -7.32847 2.7878 -0.7446 -0.2474 -0.707
C 4.98444 -20.59514 -6.98843 1.9235 -0.4511 0.7629 1.306
C 6.30055 -21.09515 -6.80993 -1.3405 1.8662 -0.0982 -1.589
N 6.73652 -22.25081 -7.39575 2.0250 -2.1362 0.3910 0.244
C 8.23169 -22.52196 -7.42464 -0.5906 0.5510 -0.2155 -0.236
C 9.07096 -21.28713 -7.67284 0.1799 -0.3742 0.2667 -0.773
C 8.85606 -22.27384 -8.76072 0.5529 -0.8328 -0.7270 -0.494
C 5.82199 -23.27949 -7.70820 -0.7780 0.7691 0.0594 -0.144
C 6.21739 -24.64170 -7.70945 0.2571 1.1855 1.0013 0.021
C 5.25199 -25.59827 -8.02011 -2.9595 0.8189 -0.5411 -0.075
N 5.44488 -26.97624 -7.97779 0.0729 -1.6630 -0.4798 0.247
C 4.49664 -27.90408 -7.32644 -0.0533 0.2610 -1.9450 -0.422
C 4.63126 -29.32244 -7.95092 -0.5712 -0.5253 1.6556 -0.724
N 6.07763 -29.80614 -8.03783 -0.1433 2.5294 1.6118 -0.114
C 6.96181 -28.79313 -8.76550 0.0937 -0.7823 1.5451 -1.031
C 6.78438 -27.44565 -8.10608 1.7588 1.2913 0.4729 -0.613
C 4.65018 -19.18435 -6.49614 -1.1772 0.1277 -0.1129 -0.443
O 4.92287 -18.83480 -5.34057 -0.0578 -0.3438 -1.3015 -0.724
O 3.99705 -18.46389 -7.37954 0.7414 -0.5092 1.0078 -0.539
H 2.41073 -23.68912 -8.14108 0.9613 0.3780 -0.4183 0.501
H 7.08347 -20.52261 -6.30774 -0.6212 -0.0288 -0.2017 0.864
H 8.83227 -23.26987 -6.86476 -1.6283 0.2065 0.2839 0.345
H 10.09513 -21.39882 -7.22919 -1.2860 1.0759 -0.3093 0.220
H 8.47546 -20.37845 -7.77105 0.9338 0.0555 0.3507 0.425
H 9.77301 -22.85333 -8.95135 -0.8064 0.0731 -0.4257 0.255
H 8.17124 -22.07792 -9.58841 0.4365 0.0548 0.2250 0.250
H 7.19197 -24.90054 -7.19680 -1.1928 0.2615 -1.0457 0.173
H 3.48387 -27.59387 -7.64534 0.4398 -0.1184 0.4757 0.293
H 4.51807 -27.92461 -6.23420 0.3746 -0.0275 0.1055 0.234
H 4.19574 -29.45028 -8.93249 0.1118 0.4506 -0.3206 0.373
H 4.06410 -30.02716 -7.27321 0.8127 0.5407 -0.7007 0.370
H 6.10317 -30.72001 -8.40009 0.2231 -1.4733 -0.7583 0.317
H 6.46376 -29.82312 -7.07503 -0.3491 -0.2902 -0.4926 0.422
H 6.74374 -28.84268 -9.79243 -0.7506 0.2358 -1.2890 0.392
H 7.98531 -29.14815 -8.66380 0.0800 0.0392 0.1811 0.429
H 7.38531 -26.74641 -8.74192 -0.7153 -0.3720 0.3057 0.491
H 7.35321 -27.35228 -7.12169 -0.4648 -0.7385 -0.7046 0.377
N 1.37962 -15.66499 -9.69025 -1.6464 1.2658 1.2208 0.184
C 0.24379 -16.42581 -9.39200 -1.2878 -0.3167 0.5722 0.718
C -0.96981 -15.76288 -8.94493 0.9368 -0.6136 -0.7305 -0.778
C -2.12144 -16.50073 -8.72070 2.5791 -0.9637 -0.4669 -0.872
C -2.02872 -17.87548 -8.89652 -0.3150 -2.2366 -0.5301 -0.701
C -0.84150 -18.52604 -9.29961 0.9263 1.7076 -0.1419 0.121
N 0.32428 -17.78341 -9.51572 -0.9825 0.7785 0.7370 -0.038
C 2.55328 -16.11974 -10.22870 0.5389 -1.9290 0.5926 0.342
C 2.97795 -15.54969 -11.39227 1.0688 0.8409 -1.8049 -0.594
C 4.10593 -16.05888 -12.04956 -0.6882 -0.0449 1.4875 -0.486
C 4.82686 -17.06019 -11.33928 1.1418 1.1971 -2.8199 -0.719
C 4.34490 -17.58548 -10.18929 -1.7243 1.6357 0.6671 -0.545
N 3.18157 -17.14846 -9.62663 -0.0035 0.6050 -1.2821 0.415
H 1.34873 -14.63842 -9.56588 -0.4472 -1.2204 -0.1433 0.336
H -0.99989 -14.69421 -8.81049 0.2541 0.2022 -0.0727 0.418
H -3.01488 -16.07017 -8.38366 -1.0607 0.6834 0.3223 0.561
H -2.91657 -18.53898 -8.77788 0.7077 0.7002 0.0376 0.441
H -1.21417 -20.58869 -8.89705 -0.3452 -0.1227 0.1632 0.557
H 2.40910 -14.68323 -11.76025 0.2815 -0.6334 -0.1372 0.406
H 4.37025 -15.65726 -13.03354 0.2619 -0.2766 0.5477 0.421
H 5.81903 -17.30892 -11.77722 -0.9108 -0.3134 0.6448 0.357
H 4.87346 -18.21867 -9.56016 0.8993 -1.4672 0.7541 0.543
O 0.89640 -20.35611 -6.69724 -0.0788 -0.0444 -0.0739 -0.711
C 1.89668 -20.29084 -7.39022 -1.6338 1.9267 -0.3022 0.885
C -1.54766 -18.95503 -12.51110 -0.2036 -0.5141 1.1716 -1.037
Si -1.30482 -20.47246 -11.34996 0.5200 -0.1240 -1.2437 0.283
C -2.84311 -21.50569 -11.07275 0.0753 -0.6162 -1.0359 -1.168
C 0.01834 -21.54519 -12.28896 -1.1722 -0.6339 -0.0251 -1.210
C -0.69939 -19.97776 -9.62856 0.5410 0.1764 0.2923 -0.004
Si -3.76723 -21.71467 -5.81409 1.0865 -0.7896 -0.0344 0.235
C -2.49499 -20.47474 -5.13120 -1.1041 -0.7495 0.2689 -0.649
C -3.54106 -23.48346 -5.01859 -1.7146 1.3643 -0.3777 -1.132
C -5.44952 -20.88594 -5.64626 0.6030 1.1165 1.1338 -1.078
H -2.09822 -19.21320 -13.43692 0.5268 0.2619 0.4427 0.403
H -0.52026 -18.60673 -12.66555 -0.2081 0.0165 -0.4776 0.252
H -2.05681 -18.15349 -11.95532 -0.0985 -0.1492 -0.3483 0.290
H -3.50164 -21.39110 -11.94764 0.0987 -0.2515 0.2027 0.337
H -3.42231 -21.29226 -10.20743 -0.4600 0.7564 0.8179 0.375
H -2.63089 -22.57605 -10.92812 0.2239 0.2061 -0.3972 0.323
H -0.51380 -22.25635 -12.95750 -0.0868 0.3336 0.3751 0.318
H 0.55656 -22.20584 -11.60829 0.2544 0.1565 0.0910 0.359
H 0.70180 -21.06341 -12.98534 0.1724 0.4528 0.4023 0.348
H 0.35687 -20.29545 -9.54136 -0.3736 0.4525 -0.0365 -0.341
H -2.03083 -19.94923 -5.96789 -0.0292 0.3994 0.4683 -0.058
H -1.74158 -20.95297 -4.49789 -0.0421 0.1862 -0.2030 0.342
H -3.22947 -19.91062 -4.50388 1.1333 0.3210 -0.4292 0.366
H -3.13891 -23.35506 -4.02503 0.1899 -0.2309 0.3334 0.344
H -3.03987 -24.22612 -5.59035 1.0098 -0.2233 -0.5129 0.346
H -4.55291 -23.89830 -4.97460 -0.1096 0.0811 0.4438 0.307
H -6.10382 -21.35374 -4.91609 -0.1063 -0.0681 0.1663 0.345
H -5.93141 -20.91580 -6.58866 -0.6881 0.0444 -0.9402 0.354
H -5.31407 -19.78916 -5.35706 -0.1562 -1.4106 -0.3725 0.285
C 0.99508 -15.47210 -5.24797 2.0954 1.6287 1.4345 -1.384
C 1.52801 -16.75194 -5.75641 0.2159 -0.9542 -2.2097 0.486
N 2.29807 -17.47936 -4.96374 -0.7748 0.9100 0.7150 -0.119
O 1.25902 -17.06714 -6.95483 0.4037 0.6018 1.6572 0.048
H 1.54648 -15.13455 -4.30652 -0.6877 -0.5001 -1.1475 0.418
H -0.01281 -15.56944 -4.98296 -1.6516 -0.0414 0.1332 0.315
H 1.14728 -14.65665 -5.98044 -0.2755 -0.6592 0.2025 0.241
H 2.29564 -17.17035 -3.99741 0.5916 -0.4344 -0.3334 0.219
H 2.88362 -18.23812 -5.27494 0.0632 -0.1484 0.0136 0.019
```
Positions in Å, forces in eV/Å.

Its spin multiplicity is 6. As for the expectation value of S²: 8.83. The energy relative to the best compared isomer or geometry (same formula, charge and spin) is 17.70 kcal/mol. Its charge is +1. Its max |F| is 3.3 eV Å⁻¹. As for the total energy: -109648.113 eV.

---

3.
Computed, not measured: 2 unconnected molecules or ions with the total composition C6H12N2, with the ωB97M-V functional and the def2-TZVPD basis.

```
20
Properties=species:S:1:pos:R:3:forces:R:3:mulliken_charge:R:1
C 1.64761 1.62792 -1.88431 -1.6979 -2.9036 1.3614 -0.995
C 1.53225 1.47903 1.79840 0.3755 -1.4794 0.0925 -0.160
C 1.21679 1.53565 -0.36233 -0.5828 2.3053 0.2578 0.624
C 0.07637 2.20078 0.24106 3.6413 -3.0084 -0.4002 -0.591
N 2.14288 1.23578 0.64590 -1.5021 -0.5245 -0.4505 -0.562
N 0.28897 2.01360 1.58322 1.3724 -0.2879 -0.1994 -0.051
H 1.86528 0.97305 2.79265 -0.6470 1.6457 -1.8390 0.291
H -0.20492 2.40340 2.32755 -1.2111 0.5759 1.0006 0.172
H -0.81547 2.57209 -0.14892 -1.1151 0.5697 -0.5042 0.413
H 2.30539 2.40705 -1.82266 1.4444 2.5607 -0.5961 0.299
H 0.73297 1.81295 -2.54305 1.5692 -0.3228 0.7867 0.275
H 2.34436 0.77298 -2.21515 -1.6639 0.8432 0.4914 0.287
C -1.37762 -2.78796 -0.74467 -0.6357 -1.0761 1.2407 -0.965
C -1.97693 -2.42636 0.71932 2.0816 0.5542 -3.0617 -0.676
H -1.79720 -3.69029 -1.21074 0.2241 -0.4499 0.8583 0.331
H -1.58285 -2.15497 -1.57153 -0.3187 1.6655 -0.1573 0.324
H -0.29727 -2.88227 -0.69297 0.0926 -0.1214 0.0598 0.269
H -3.00003 -2.70627 0.78486 -1.0004 0.5919 0.0578 0.300
H -1.46067 -3.00678 1.43778 0.6427 -0.7077 0.7079 0.257
H -1.63991 -1.37938 0.86561 -1.0689 -0.4305 0.2935 0.159
```
Positions in Å, forces in eV/Å.

The energy relative to the best compared isomer or geometry (same formula, charge and spin) is 35.98 kcal/mol. As for the SMILES: Cc1c[nH]cn1.CC. Its charge is 0. Its max |F| is 4.7 eV Å⁻¹. As for the total energy: -9395.289 eV.

---

4.
Computed, not measured: a molecular structure, C11H22N6O5S2Y, with the ωB97M-V functional and the def2-TZVPD basis.

```
47
Properties=species:S:1:pos:R:3:forces:R:3:mulliken_charge:R:1
O -1.45287 -3.63824 3.25710 0.0967 -0.5251 -0.6608 -0.515
H -2.09398 -4.36560 3.34772 0.3499 0.4721 -0.1054 0.306
Y 0.23751 -0.23727 0.23279 -3.0547 0.5294 -1.0057 1.294
N -0.78199 0.75240 -1.64650 2.4168 -1.3561 1.3508 -0.090
N -1.97089 -0.16112 0.46474 2.8844 -1.2323 0.9616 0.460
O -0.17107 1.19350 -2.84618 1.3341 0.3124 -1.0681 -0.575
O -2.59624 -0.58263 1.68854 -0.1650 -0.2296 0.7138 -0.597
C -2.12766 0.79325 -1.68016 -2.2094 -0.8388 3.3612 0.355
C -2.78312 0.35307 -0.48325 1.1236 1.3519 -3.2260 0.340
C -2.85486 1.31392 -2.82720 -1.2148 0.6334 -1.0810 -1.637
C -4.21726 0.44015 -0.28341 -1.7193 0.1530 -0.1843 -1.648
H -2.29840 1.24234 -3.75992 0.0797 -0.0129 0.1069 0.436
H -3.13726 2.36648 -2.69714 0.1303 0.0425 -0.0941 0.262
H -3.80125 0.78829 -2.97998 0.0958 -0.0596 0.0579 0.386
H -4.48133 0.44576 0.77009 0.0044 -0.0417 0.0732 0.409
H -4.75949 -0.38817 -0.75070 -0.0776 -0.1407 0.0953 0.265
H -4.64270 1.34514 -0.72315 0.0791 0.0242 0.0205 0.391
H 0.80758 1.24428 -2.69457 -1.4498 0.1183 0.0926 0.333
H -1.99262 -1.23189 2.12232 -0.7111 0.4491 -0.7844 0.206
O 0.00687 2.00282 0.78174 -0.5503 0.9218 0.8194 -0.678
H -0.41662 2.30343 -0.05112 0.0040 -0.2434 0.1969 0.332
H -0.74484 1.92735 1.42269 0.6560 0.2585 -0.7993 0.358
C -0.84242 -3.72957 1.94919 -0.4044 -0.3693 0.1979 -0.423
H 0.12995 -3.22051 2.01515 -0.2238 -0.0770 -0.0344 0.017
H -1.48774 -3.25617 1.18620 0.2783 -0.0628 0.1901 0.232
H -0.65731 -4.77836 1.62441 -0.0810 0.6467 0.3347 0.402
O 0.58336 -1.83844 -1.37274 1.3158 0.0273 -0.7947 -0.856
H -0.00876 -1.31201 -1.96171 -0.1616 -0.0831 0.0056 0.422
H 1.50050 -1.51532 -1.56628 -0.9272 -0.8127 -0.0443 0.328
N 2.87232 0.60637 -2.74732 0.8165 -0.9677 -0.0018 -0.464
C 3.29347 0.49976 -1.41602 -1.2323 0.2810 0.6215 0.382
N 2.46151 0.19744 -0.40889 2.2665 0.1646 0.1810 -0.162
C 3.18066 0.19824 0.85443 0.8988 0.5352 -2.4166 0.414
C 4.49318 0.54109 0.67698 -0.2258 -0.1220 0.8513 -0.712
S 4.88614 0.92669 -0.97164 -0.1806 -0.5208 0.9186 -0.102
C 2.57238 -0.17261 2.12813 -0.9999 -0.6322 2.4579 0.052
C 3.24464 -0.46618 3.29562 -0.0365 0.1477 -1.2278 -0.715
S 2.17437 -0.96622 4.57301 0.3514 0.6139 -0.5374 -0.133
C 0.82788 -0.63345 3.55600 -0.2617 -0.1147 -1.1316 0.306
N 1.15771 -0.28572 2.30239 1.1726 -0.2030 1.7862 0.075
N -0.48964 -0.79461 3.93785 0.7722 0.6625 0.2075 -0.271
H 3.67906 0.70543 -3.39126 -0.8366 0.1006 0.5029 0.294
H 2.35100 -0.22968 -3.04773 0.1129 0.6647 0.0371 0.272
H 5.23825 0.53528 1.48437 -0.2987 0.3023 -0.7084 0.346
H 4.32576 -0.39123 3.40168 -0.4170 -0.3307 0.2894 0.363
H -0.65163 -1.07883 4.90656 0.0666 0.1095 -0.5849 0.240
H -1.10753 -0.03519 3.63206 0.1327 -0.5463 0.0594 0.299
```
Positions in Å, forces in eV/Å.

The energy relative to the best compared isomer or geometry (same formula, charge and spin) is 0.00 kcal/mol. Its charge is +1. Its max |F| is 4.1 eV Å⁻¹. As for the total energy: -53647.778 eV.

---

5.
Computed, not measured: C4H6O2 in the gas phase, with the ωB97M-V functional and the def2-TZVPD basis.

```
12
Properties=species:S:1:pos:R:3:forces:R:3:mulliken_charge:R:1
O 0.65711 1.78178 0.18550 -0.0559 -0.1123 0.1808 -0.498
C 0.90000 0.85193 -0.82989 0.0455 -0.0223 -0.4548 -0.233
C -0.13791 -0.21885 -0.99405 -0.1614 0.2485 -0.5236 -0.229
O -0.18102 -1.06000 1.48833 -0.2918 -0.5053 0.9149 -0.519
C -1.27874 -0.22721 -0.32903 0.7200 -0.4611 0.4500 -0.143
C -1.39863 -0.61966 0.91419 -0.0015 -0.0119 0.1270 -0.428
H 0.55357 1.30372 1.02195 -0.0420 0.0195 -0.2022 0.321
H 1.87431 0.34764 -0.69781 -0.2025 0.0496 -0.0727 0.256
H 0.94346 1.40263 -1.77080 0.2321 0.1753 -0.0017 0.316
H 0.14876 -1.10029 -1.56801 -0.0494 0.2473 -0.4141 0.421
H 0.14252 -1.80973 0.96910 -0.0904 0.2368 0.1651 0.336
H -2.22342 -0.65194 1.61052 -0.1027 0.1358 -0.1689 0.399
```
Positions in Å, forces in eV/Å.

The energy relative to the best compared isomer or geometry (same formula, charge and spin) is 87.94 kcal/mol. As for the SMILES: OC=C=CCO. Its charge is 0. Its max |F| is 1.1 eV Å⁻¹. As for the total energy: -8336.648 eV.

---

6.
Computed, not measured: ClH7N2Si2 in the gas phase, with the ωB97M-V functional and the def2-TZVPD basis.

```
12
Properties=species:S:1:pos:R:3:forces:R:3:mulliken_charge:R:1
N 1.06524 -0.82886 -1.08494 -3.5948 0.3750 0.8409 -0.543
N -1.55443 -0.13522 -1.36453 0.9084 0.1080 2.0499 -0.516
Si 0.48761 1.17484 1.51848 -0.9081 -0.8130 0.6245 0.281
Si -0.35734 -0.35956 -0.08190 0.6164 -1.9447 -1.2370 0.484
Cl -1.21655 -2.05610 1.37031 0.8991 1.7171 -1.5153 -0.393
H 1.95963 -0.66103 -0.76217 2.0173 0.1638 0.8374 0.216
H 0.98839 -1.67845 -1.59852 0.1590 -0.5685 -0.3785 0.210
H -1.27086 -0.39410 -2.30546 -0.2673 0.5702 0.3609 0.261
H -2.21688 0.61871 -1.22029 -0.0509 -0.4445 -0.6402 0.234
H -0.69735 2.10449 1.68323 0.7832 -0.1437 0.3159 -0.089
H 1.73808 1.74600 1.10680 0.4371 0.7848 -0.8151 -0.098
H 1.07446 0.46928 2.73899 -0.9994 0.1955 -0.4436 -0.046
```
Positions in Å, forces in eV/Å.

The energy relative to the best compared isomer or geometry (same formula, charge and spin) is 26.51 kcal/mol. As for the SMILES: N[Si](N)([SiH3])Cl. Its charge is 0. Its max |F| is 3.7 eV Å⁻¹. As for the total energy: -31373.127 eV.